Here is the ion C17H28N3O with charge +1 from the Open Molecules 2025 dataset. Energies are from ωB97M-V/def2-TZVPD.

Summary:
lowest unoccupied orbital energy: -2.32 eV
relative energy (zero: lowest compared OMol25 entry of this formula, charge and spin): 0.0 kcal/mol
spin multiplicity: 1
total charge: +1

```
49
Properties=species:S:1:pos:R:3:forces:R:3
C 6.080116 0.745653 -0.742538 -0.21 0.01 -0.14
H 6.163081 -0.104642 -0.070369 0.08 -0.11 0.09
C 4.629315 1.057182 -1.090864 0.05 0.12 0.18
C 3.791068 1.467518 0.121237 0.09 -0.29 -0.05
H 2.842827 1.874400 -0.234730 -0.08 0.07 0.09
H 4.310104 2.263293 0.658744 -0.05 0.10 0.03
C 3.527533 0.332746 1.120943 -0.04 0.66 0.02
N 2.807716 -0.798781 0.561653 0.27 -0.20 0.00
C 1.497065 -0.853081 0.286614 -0.09 0.54 0.19
O 0.978089 -1.853520 -0.200094 -0.22 -0.30 -0.15
C 0.621535 0.368597 0.598619 0.10 -0.04 0.02
H 1.212333 1.160723 1.052627 -0.03 -0.01 -0.03
C -0.500147 -0.013585 1.576074 0.13 -0.14 -0.19
C -1.495727 -0.971919 0.937801 0.25 -0.32 0.79
N -2.077443 -0.368126 -0.280383 -0.25 0.24 0.01
C -1.020540 -0.077585 -1.268714 0.55 0.22 -0.65
C -0.016927 0.909960 -0.688689 0.08 -0.25 0.08
H 0.751785 1.102069 -1.438041 -0.06 0.06 -0.06
H -0.515927 1.857586 -0.468159 0.02 0.04 -0.02
H -1.478964 0.339421 -2.166866 -0.13 -0.05 0.10
H -0.511029 -1.014544 -1.509737 -0.25 0.12 -0.02
C -3.214504 -1.147487 -0.810891 -0.34 -0.37 -0.31
C -4.485287 -0.439799 -0.386678 -0.10 0.15 0.13
N -4.273754 0.757067 0.154297 0.06 -0.19 -0.11
C -5.309366 1.482546 0.545524 -0.37 0.19 0.10
C -6.615991 1.041153 0.412517 0.13 -0.05 -0.03
C -6.837746 -0.207153 -0.149983 0.20 0.01 -0.02
C -5.752466 -0.969140 -0.560774 0.04 0.13 0.07
H -5.887249 -1.943085 -1.003004 -0.02 -0.13 -0.05
H -7.841176 -0.584738 -0.268329 -0.10 -0.04 -0.01
H -7.435845 1.657755 0.741127 -0.07 0.08 0.04
H -5.072477 2.444564 0.977475 -0.09 0.08 0.04
H -3.187999 -2.174592 -0.441854 0.11 0.11 0.01
H -3.165410 -1.185878 -1.902387 0.13 0.03 0.11
H -2.577553 0.526241 0.009246 0.30 -0.25 -0.08
H -2.303274 -1.197346 1.636102 -0.09 0.05 -0.13
H -0.978522 -1.891214 0.650323 -0.27 0.13 -0.02
H -0.078589 -0.489188 2.462083 -0.09 0.01 0.05
H -1.015645 0.895640 1.896848 0.01 0.01 0.05
C 3.602273 -1.990645 0.321755 -0.04 -0.38 -0.12
H 4.007471 -2.363462 1.263837 0.04 0.02 -0.01
H 2.961361 -2.751954 -0.117109 0.15 0.05 0.04
H 4.422337 -1.774442 -0.360658 0.05 0.03 0.00
H 4.483276 -0.047315 1.482154 -0.10 -0.03 0.07
H 2.992771 0.727509 1.990588 0.11 -0.07 -0.02
H 4.615562 1.883655 -1.804304 -0.06 -0.06 -0.06
H 4.166508 0.199042 -1.582438 -0.05 0.00 -0.10
H 6.639182 0.514737 -1.645423 0.12 -0.05 -0.02
H 6.546264 1.604183 -0.265181 0.10 0.07 0.07
```
Positions in Å, forces in eV/Å.

Here is a cluster of 4 separate species, C20H42Cl4N2O2 in total in a non-equilibrium geometry from the Open Molecules 2025 dataset. Energies are from ωB97M-V/def2-TZVPD.

Summary:
lowest unoccupied orbital energy: 0.60 eV
relative energy (zero: lowest compared OMol25 entry of this formula, charge and spin): 0.0 kcal/mol
spin multiplicity: 1

```
70
Properties=species:S:1:pos:R:3:forces:R:3
C -2.155459 -5.611837 -3.194933 0.84 -0.93 0.03
Cl -2.922105 -4.774326 -4.490359 -0.40 0.52 -0.75
Cl -0.582413 -6.353108 -3.684137 -0.08 0.26 0.00
H -1.911714 -4.899237 -2.413139 -0.29 -0.30 0.21
H -2.760362 -6.489495 -2.964326 -0.01 0.55 0.53
C 1.099190 -2.820428 -2.465213 1.05 1.27 0.14
Cl 0.643856 -3.540440 -0.913357 0.03 0.04 0.07
Cl -0.331727 -2.179605 -3.303119 0.16 0.03 0.07
H 1.857437 -1.969444 -2.290032 -1.30 -1.40 -0.21
H 1.509819 -3.615235 -3.078858 0.03 0.10 0.01
C 4.725351 0.418261 1.372418 -1.46 -1.20 0.99
C 3.220590 0.109114 0.938327 1.79 1.15 0.71
C 2.343304 1.076866 1.733320 -2.48 -1.94 -0.03
C 2.335629 2.497909 1.326382 -0.36 0.70 -0.04
C 1.941124 2.597255 -0.143026 0.32 0.50 0.98
C 2.832286 1.776107 -1.039737 0.34 -0.59 -0.17
N 2.910927 0.355067 -0.473123 -1.22 1.30 -1.22
O 3.554847 -0.436020 -1.445729 1.61 -0.17 0.89
C 2.206753 1.751662 -2.474798 1.81 0.99 1.07
C 4.219057 2.426426 -1.127674 0.06 -0.20 -0.81
C 2.837667 -1.308262 1.324146 0.04 -1.06 -1.22
H 5.390440 -0.176893 0.824543 1.05 -1.05 -1.13
H 4.948491 0.116854 2.429192 -0.60 0.43 -0.72
H 5.019014 1.417636 1.207249 0.14 1.15 0.12
H 1.269836 0.706809 1.625021 1.23 0.26 -0.05
H 2.535773 0.887160 2.773375 0.41 0.26 0.64
H 3.312249 2.910785 1.481638 0.63 0.56 0.10
H 1.633946 3.088808 1.950859 0.33 -0.34 -0.28
H 1.901299 3.666167 -0.399025 0.10 -0.39 -0.45
H 0.966923 2.174879 -0.243294 -1.03 -0.13 -0.10
H 2.148661 2.780169 -2.838361 -0.36 0.15 0.32
H 2.971655 1.349845 -3.104086 0.05 -0.87 -0.69
H 1.260154 1.280591 -2.554412 -0.74 -0.66 0.02
H 4.145425 3.340663 -1.708886 -0.02 0.24 -0.02
H 4.619902 2.663303 -0.168115 0.15 0.33 0.59
H 4.986625 1.827039 -1.634981 -0.30 -0.15 -0.02
H 1.856494 -1.443594 0.852917 0.03 -0.28 0.27
H 2.727632 -1.473149 2.409298 0.34 0.19 -0.44
H 3.511338 -2.092474 0.844309 -0.68 1.01 0.81
H 4.529069 -0.224803 -1.390103 -1.12 -0.31 -0.14
C -2.797229 2.905732 0.618738 -0.64 0.66 0.54
C -2.399614 1.435095 0.565520 -1.97 0.01 0.11
C -1.398805 1.112419 1.665225 -0.30 1.42 -1.13
C -1.181421 -0.337250 1.800187 -0.74 -0.58 0.67
C -2.480766 -0.984705 2.204543 -0.89 -1.48 0.40
C -3.601247 -0.759129 1.174901 -0.11 0.42 0.30
N -3.650308 0.691896 0.956356 0.72 0.40 0.36
O -4.678067 1.005168 0.035195 -0.57 0.00 -0.05
C -3.447996 -1.592646 -0.102280 1.00 1.25 0.36
C -4.920100 -1.127882 1.826170 -1.51 -1.09 0.15
C -1.997321 1.188487 -0.901946 0.64 0.91 1.41
H -3.225855 3.175693 -0.351739 0.07 0.31 0.32
H -1.942080 3.528821 0.855450 0.43 0.15 -0.36
H -3.530416 3.175971 1.416616 0.36 -0.62 -0.54
H -0.471398 1.597961 1.381100 0.21 0.34 0.14
H -1.791964 1.574918 2.578493 0.23 -0.17 0.03
H -0.413936 -0.452900 2.539726 0.57 -0.71 0.31
H -0.909758 -0.764666 0.847969 0.66 -0.21 -0.27
H -2.900052 -0.681342 3.165068 0.37 0.77 0.12
H -2.414783 -2.076990 2.399851 0.32 0.34 -0.59
H -4.197457 -1.263983 -0.813680 -0.17 -0.46 -0.14
H -2.465091 -1.402149 -0.523820 0.03 -0.03 -0.25
H -3.425768 -2.625562 0.157660 -0.59 -0.94 -0.03
H -5.370403 -0.454823 2.576523 0.74 0.15 -0.29
H -5.717163 -1.305919 1.085033 0.30 0.27 -0.01
H -4.847400 -2.104881 2.320275 0.24 0.07 0.02
H -1.246186 1.958996 -1.135288 -0.25 -0.26 -0.32
H -2.892883 1.312041 -1.487155 -0.10 -0.04 -0.46
H -1.565452 0.230104 -1.015970 0.48 -0.92 -0.50
H -5.428066 1.230501 0.611110 0.37 0.01 -0.34
```
Positions in Å, forces in eV/Å.

Here is a cluster of 5 separate species, H10O4S2 in total from the Open Molecules 2025 dataset. Energies are from ωB97M-V/def2-TZVPD.

Summary:
lowest unoccupied orbital energy: -0.01 eV
relative energy (zero: lowest compared OMol25 entry of this formula, charge and spin): 6.7 kcal/mol
spin multiplicity: 1

```
16
Properties=species:S:1:pos:R:3:forces:R:3
S 1.365461 -1.553115 -0.143333 0.37 0.16 -0.27
S 3.352454 -0.986629 -0.355201 -0.27 0.04 0.19
H 1.024873 -1.386428 -1.430746 -0.15 -0.03 0.01
H 3.179951 0.329169 -0.115187 -0.05 -0.04 0.00
H -1.941249 -0.919558 -1.224983 -0.17 0.09 0.08
H -2.358817 0.335228 -1.987055 0.05 0.08 0.10
O -1.661529 -0.323475 -1.926372 0.14 -0.28 -0.18
H -1.492703 0.820060 1.156863 0.07 0.03 0.03
H -0.318399 0.503276 0.255669 -0.13 0.12 -0.01
O -0.857966 1.245535 0.568734 0.15 -0.08 -0.01
H 2.014438 3.220045 0.768072 0.08 -0.21 -0.09
H 0.995350 2.252160 0.184325 0.25 -0.02 0.16
O 1.954053 2.388733 0.279954 -0.34 0.16 -0.02
H -2.311230 -2.313690 1.761303 0.11 0.36 -0.09
H -1.124979 -2.029751 0.851658 -0.01 0.15 0.26
O -1.819709 -1.581566 1.356301 -0.09 -0.52 -0.17
```
Positions in Å, forces in eV/Å.

Here is a structure of composition C7H15AgN2O12S2 in a non-equilibrium geometry from the Open Molecules 2025 dataset. Energies are from ωB97M-V/def2-TZVPD.

Summary:
lowest unoccupied orbital energy: -4.00 eV
spin multiplicity: 1

```
39
Properties=species:S:1:pos:R:3:forces:R:3
Ag -3.975713 -3.838925 -0.585368 0.75 0.29 -0.15
N 0.410400 -3.294862 -0.424358 -0.09 -1.03 -2.44
O 1.474887 -3.812433 -0.301640 3.80 -0.98 1.99
O -0.113749 -2.511078 0.279786 -1.33 3.41 4.57
O -0.186428 -3.586579 -1.444260 -3.15 -1.48 -4.02
C 3.769745 1.000704 -2.403392 0.55 -1.69 -1.94
C 3.426910 0.125338 -3.682205 1.17 0.72 0.58
O 4.273529 0.798510 -4.674345 -0.07 0.69 -0.34
S 4.345425 2.439034 -4.491008 -0.92 -1.93 -0.02
O 3.360165 3.044369 -5.395775 2.22 -0.81 2.23
O 5.743444 2.841048 -4.465452 -2.57 -0.48 -0.09
O 3.730960 2.312436 -2.966177 -0.26 1.73 -0.21
H 4.796959 0.811843 -2.091515 0.14 -0.21 -0.21
H 3.178507 0.779169 -1.514883 -0.68 0.93 -0.39
H 2.388107 0.065346 -4.006845 -0.09 0.77 0.16
H 3.743823 -0.917205 -3.654656 0.47 0.23 0.25
C 1.981559 -1.655699 6.117560 0.33 -0.27 0.62
C 3.275929 -2.111189 6.841262 0.38 0.19 -2.29
O 3.302877 -1.622115 8.153517 -1.08 1.44 1.44
S 2.070579 -0.530667 8.359706 -1.16 -0.91 -0.16
O 2.421059 0.768649 7.815804 -0.21 -1.85 0.92
O 1.433667 -0.659571 9.677523 1.73 0.09 -3.23
O 1.189140 -1.356650 7.201155 -1.85 2.05 3.37
H 1.437624 -2.489720 5.674135 0.48 0.24 -0.68
H 2.080827 -0.750699 5.518219 0.23 -0.36 -0.47
H 4.071575 -1.613815 6.286593 0.53 -0.76 0.11
H 3.261217 -3.200942 6.822886 0.63 0.15 0.35
C -3.894011 0.787481 -3.549911 0.26 0.76 -0.10
C -5.228395 0.985171 -2.949151 -2.02 -1.94 2.65
O -5.645730 0.182213 -2.046581 1.04 1.88 -2.14
N -5.964920 2.078235 -3.281765 0.36 -1.94 -0.38
C -7.178639 2.363139 -2.569030 -0.43 2.50 0.36
H -3.555390 1.760582 -3.905580 0.31 -0.18 -0.32
H -3.911783 0.055105 -4.357019 0.13 -0.01 0.16
H -3.258203 0.494157 -2.714567 0.15 -0.26 -0.35
H -5.816215 2.546091 -4.164435 0.20 -0.03 0.28
H -6.883938 3.279987 -2.058513 -0.51 0.09 0.82
H -7.595428 1.679621 -1.829315 0.66 -0.43 -0.58
H -7.960372 2.753922 -3.220400 -0.10 -0.60 -0.34
```
Positions in Å, forces in eV/Å.

HOMO-LUMO gap, record by record: 9.68; 8.90; 9.68; 3.62 eV
Highest occupied orbital energy, record by record: -12.00; -8.31; -9.68; -7.62 eV
E, record by record: -903.902962; -2887.883113; -1103.319706; -2231.086730 a.u.